# C2H4FNO2S

A cluster of 2 separate species, C2H4FNO2S in total at a distorted geometry (ωB97M-V/def2-TZVPD, the OMol25 dataset).

Geometry (Å):
C -1.28 1.36 -0.50
C -0.68 -0.94 0.21
O -0.04 -0.92 1.48
O 1.74 -2.24 0.34
S 1.07 -0.97 0.18
H -1.38 -1.65 0.14
H 2.59 0.53 0.21
F -1.66 1.14 -1.77
N 1.69 0.37 -0.22
H -0.16 1.43 -0.34
H -1.88 1.90 0.26

Values from the calculation:
- Frontier orbital gap (spin up / spin down): 8.38 / 9.04 eV
- E_HOMO (spin up / spin down): -8.746 / -8.969 eV
- DFT total energy: -781.6307 a.u.

Löwdin population analysis, charges in e, atoms 1 to 4: number 1, C, carries 0.00; number 2, C, carries -0.18; number 3, O, carries -0.24; number 4, O, carries -0.32